[1]
A 12-piece molecular cluster, C36H103O43P7S5 overall at a distorted geometry. Source: the Open Molecules 2025 dataset; level of theory: the ωB97M-V functional and the def2-TZVPD basis.

Summary:
- charge = 0
- HOMO (eV) = -10.1
- lowest unoccupied orbital energy (eV) = 0.20
- DFT total energy (eV) = -246255.4282
- spin multiplicity = 1

Last column: Löwdin charge in e.
Positions of all 194 atoms, in Å:
O: 1.841 8.853 -9.703  -0.292
S: 1.943 8.564 -8.299  0.575
O: 2.651 9.413 -7.408  -0.255
O: 0.469 8.432 -7.716  -0.266
C: -0.506 7.593 -8.357  -0.243
C: -1.837 7.928 -7.681  -0.052
C: 2.492 6.868 -8.146  -0.109
H: -0.238 6.541 -8.375  0.115
H: -0.648 7.961 -9.377  0.113
H: -2.522 7.086 -7.803  0.079
H: -2.306 8.840 -8.031  0.080
H: -1.647 7.969 -6.606  0.084
H: 3.502 6.887 -8.546  0.025
H: 1.930 6.107 -8.676  0.078
H: 2.622 6.653 -7.089  0.060
O: -1.678 11.434 -5.905  -0.274
S: -0.922 12.434 -6.590  0.601
O: -1.529 13.314 -7.539  -0.291
O: -0.223 13.465 -5.558  -0.255
C: 0.487 12.883 -4.472  -0.315
C: -0.032 13.300 -3.105  -0.046
C: 0.602 11.745 -7.354  -0.082
H: 1.572 13.032 -4.556  0.111
H: 0.615 11.797 -4.573  0.091
H: -0.912 12.743 -2.787  0.080
H: -0.466 14.296 -3.239  0.078
H: 0.830 13.347 -2.449  0.077
H: 0.223 11.487 -8.340  0.066
H: 0.835 10.908 -6.711  0.043
H: 1.243 12.620 -7.396  0.042
O: 0.638 7.642 -12.200  -0.278
S: 1.056 8.836 -12.863  0.568
O: 2.452 9.002 -13.150  -0.282
O: 0.346 8.918 -14.298  -0.280
C: 0.756 7.985 -15.311  -0.273
C: 0.000 8.208 -16.586  -0.060
C: 0.281 10.247 -12.080  -0.090
H: 0.672 6.970 -14.906  0.124
H: 1.849 8.055 -15.386  0.117
H: 0.094 9.192 -17.032  0.067
H: -1.054 7.994 -16.382  0.085
H: 0.230 7.432 -17.317  0.086
H: 0.743 10.510 -11.134  0.042
H: -0.696 9.810 -11.886  0.076
H: 0.344 11.107 -12.740  0.065
O: 2.669 10.328 -1.679  -0.270
S: 3.336 10.094 -2.923  0.574
O: 2.780 10.693 -4.092  -0.268
O: 4.870 10.572 -2.872  -0.280
C: 5.537 10.577 -1.585  -0.246
C: 5.980 11.993 -1.267  -0.060
C: 3.538 8.356 -3.153  -0.094
H: 6.389 9.901 -1.672  0.121
H: 4.855 10.174 -0.837  0.109
H: 5.249 12.485 -0.619  0.083
H: 6.122 12.589 -2.164  0.070
H: 6.864 12.035 -0.627  0.084
H: 4.070 8.227 -4.095  0.054
H: 2.545 7.934 -3.296  0.083
H: 4.048 7.963 -2.280  0.080
O: 3.899 12.705 -16.828  -0.271
S: 3.654 11.843 -15.716  0.580
O: 4.316 10.599 -15.516  -0.253
O: 3.799 12.756 -14.407  -0.282
C: 3.251 14.090 -14.484  -0.266
C: 2.966 14.615 -13.107  -0.050
C: 1.871 11.521 -15.592  -0.081
H: 2.412 14.088 -15.181  0.106
H: 3.979 14.757 -14.953  0.110
H: 2.268 13.999 -12.525  0.078
H: 2.410 15.553 -13.120  0.092
H: 3.883 14.622 -12.529  0.062
H: 1.587 10.829 -16.373  0.062
H: 1.352 12.475 -15.625  0.062
H: 1.827 11.191 -14.551  0.040
C: 7.476 10.834 -9.923  -0.090
O: 7.048 9.990 -10.968  -0.208
P: 7.493 8.492 -11.215  0.344
O: 8.453 7.970 -10.242  -0.220
O: 6.115 7.688 -11.327  -0.188
C: 5.362 7.688 -10.102  -0.085
O: 7.975 8.425 -12.707  -0.204
C: 7.433 9.325 -13.718  -0.050
H: 8.110 11.687 -10.177  0.093
H: 7.978 10.279 -9.128  0.088
H: 6.606 11.327 -9.485  0.060
H: 5.583 6.782 -9.528  0.064
H: 4.336 7.496 -10.415  0.087
H: 5.560 8.559 -9.480  0.095
H: 7.696 10.368 -13.574  0.082
H: 6.364 9.118 -13.716  0.089
H: 7.862 8.934 -14.637  0.090
C: 7.095 11.668 -17.150  -0.084
O: 7.410 12.382 -15.949  -0.195
P: 7.300 13.949 -15.918  0.375
O: 6.149 14.645 -16.482  -0.211
O: 7.652 14.324 -14.387  -0.195
C: 6.773 13.967 -13.347  -0.109
O: 8.710 14.391 -16.513  -0.218
C: 8.923 15.786 -16.779  -0.085
H: 6.129 11.959 -17.552  0.072
H: 6.972 10.628 -16.818  0.082
H: 7.907 11.488 -17.857  0.095
H: 7.277 13.307 -12.641  0.090
H: 5.900 13.350 -13.596  0.072
H: 6.311 14.816 -12.840  0.067
H: 9.688 15.855 -17.550  0.086
H: 9.292 16.252 -15.866  0.085
H: 8.013 16.224 -17.185  0.082
C: 3.630 11.712 -10.482  -0.099
O: 4.499 12.761 -10.091  -0.209
P: 4.329 13.297 -8.597  0.363
O: 2.973 13.718 -8.241  -0.213
O: 5.043 12.202 -7.718  -0.204
C: 4.620 11.947 -6.367  -0.075
O: 5.430 14.435 -8.667  -0.223
C: 5.053 15.766 -9.107  -0.046
H: 3.995 10.759 -10.099  0.082
H: 3.661 11.568 -11.567  0.088
H: 2.566 11.882 -10.320  0.080
H: 5.537 11.712 -5.812  0.073
H: 4.030 11.041 -6.264  0.060
H: 4.252 12.852 -5.889  0.094
H: 4.002 15.982 -9.268  0.085
H: 5.629 15.882 -10.022  0.080
H: 5.483 16.424 -8.354  0.077
C: 6.461 15.622 -2.099  -0.107
O: 6.965 15.027 -3.283  -0.206
P: 7.930 15.895 -4.189  0.349
O: 8.924 16.712 -3.504  -0.214
O: 8.501 14.834 -5.221  -0.190
C: 7.588 14.071 -6.010  -0.095
O: 6.915 16.788 -5.045  -0.213
C: 7.479 17.783 -5.895  -0.103
H: 6.935 16.573 -1.853  0.087
H: 6.592 14.988 -1.221  0.080
H: 5.386 15.802 -2.150  0.094
H: 7.798 13.014 -5.828  0.089
H: 7.725 14.315 -7.058  0.091
H: 6.545 14.127 -5.693  0.075
H: 7.070 17.659 -6.896  0.075
H: 8.569 17.841 -5.969  0.092
H: 7.249 18.779 -5.510  0.093
C: 6.742 20.955 -15.380  -0.099
O: 7.845 20.218 -14.846  -0.211
P: 7.865 20.045 -13.263  0.326
O: 7.854 21.280 -12.489  -0.220
O: 6.640 19.099 -12.907  -0.207
C: 6.548 17.752 -13.408  -0.078
O: 9.114 19.116 -12.993  -0.220
C: 10.428 19.705 -12.876  -0.068
H: 6.306 21.701 -14.714  0.090
H: 5.965 20.254 -15.682  0.088
H: 7.100 21.538 -16.226  0.088
H: 7.363 17.433 -14.066  0.079
H: 5.662 17.770 -14.041  0.097
H: 6.608 17.105 -12.538  0.076
H: 10.878 19.202 -12.026  0.089
H: 10.357 20.783 -12.746  0.083
H: 10.990 19.484 -13.783  0.087
C: 7.453 5.511 -8.080  -0.082
O: 7.321 6.473 -7.035  -0.196
P: 6.186 6.501 -5.954  0.348
O: 4.848 6.889 -6.412  -0.217
O: 6.232 5.138 -5.151  -0.197
C: 7.498 4.751 -4.567  -0.072
O: 6.782 7.547 -4.914  -0.214
C: 6.842 8.916 -5.283  -0.093
H: 8.242 4.802 -7.838  0.091
H: 7.788 6.011 -8.992  0.066
H: 6.503 5.055 -8.360  0.092
H: 7.688 5.557 -3.850  0.086
H: 8.303 4.504 -5.246  0.089
H: 7.302 3.973 -3.827  0.091
H: 7.860 9.310 -5.211  0.098
H: 6.306 9.606 -4.630  0.062
H: 6.452 9.060 -6.292  0.085
C: 0.488 16.213 -8.424  -0.091
O: -0.213 17.167 -9.199  -0.204
P: -0.326 18.704 -8.825  0.353
O: 0.969 19.370 -8.743  -0.218
O: -1.266 18.683 -7.526  -0.203
C: -0.682 18.616 -6.238  -0.121
O: -1.389 19.134 -9.917  -0.202
C: -2.009 20.415 -9.703  -0.091
H: -0.155 15.455 -7.974  0.076
H: 1.030 16.663 -7.587  0.082
H: 1.225 15.703 -9.044  0.073
H: 0.378 18.376 -6.142  0.081
H: -1.136 17.840 -5.609  0.089
H: -0.919 19.533 -5.694  0.089
H: -2.186 20.808 -10.697  0.090
H: -1.404 21.068 -9.069  0.086
H: -2.932 20.313 -9.129  0.088

[2]
One molecule with the formula C3H7N3OS at a distorted geometry. Source: the Open Molecules 2025 dataset; level of theory: the ωB97M-V functional and the def2-TZVPD basis.

Summary:
- charge = 0
- HOMO (eV) = -8.6
- lowest unoccupied orbital energy (eV) = 0.69
- ΔE to the lowest compared entry with this formula, charge and spin (kcal per mole) = 58.48
- DFT total energy (eV) = -20575.6479
- spin multiplicity = 1

Last column: Löwdin charge in e.
Positions of all 15 atoms, in Å:
C: -1.377 -0.565 -1.399  -0.137
C: -0.346 0.435 1.361  -0.307
C: 2.639 -0.554 0.515  -0.561
H: -2.075 -1.363 -1.101  0.078
H: -1.529 -0.290 -2.452  0.081
H: -0.361 -0.923 -1.291  0.051
H: -2.578 0.849 -0.701  0.101
H: -0.192 0.128 2.399  0.118
H: 0.464 1.330 -0.231  0.092
H: 3.656 -0.784 0.839  0.066
N: -1.585 0.630 -0.598  -0.159
N: -1.496 0.251 0.804  -0.004
N: 0.629 1.149 0.753  -0.369
O: 1.964 -1.298 -0.156  -0.011
S: 2.188 1.004 1.257  0.961

[3]
One molecule with the formula C22H23N3O3S. Source: the Open Molecules 2025 dataset; level of theory: the ωB97M-V functional and the def2-TZVPD basis.

Summary:
- charge = 0
- HOMO (eV) = -8.0
- lowest unoccupied orbital energy (eV) = 0.33
- ΔE to the lowest compared entry with this formula, charge and spin (kcal per mole) = 5.25
- DFT total energy (eV) = -44636.9838
- spin multiplicity = 1

Last column: Löwdin charge in e.
Positions of all 52 atoms, in Å:
C: 0.334 -3.018 -1.658  -0.117
H: 0.096 -3.428 -2.646  0.091
O: 1.019 -1.792 -1.777  -0.199
C: 2.288 -1.873 -2.381  -0.185
C: 3.423 -2.010 -1.346  -0.127
N: 3.316 -0.914 -0.403  0.013
C: 2.542 -1.007 0.709  -0.542
N: 2.195 -0.011 1.451  0.070
C: 2.644 1.241 1.127  -0.215
C: 2.246 2.334 1.906  -0.020
C: 2.712 3.592 1.603  -0.068
C: 3.576 3.793 0.527  -0.073
C: 3.967 2.729 -0.254  -0.003
C: 3.504 1.445 0.037  -0.064
C: 3.853 0.317 -0.816  -0.355
O: 4.531 0.378 -1.820  0.091
H: 4.626 2.856 -1.099  0.120
H: 3.934 4.788 0.306  0.104
H: 2.406 4.434 2.206  0.106
H: 1.581 2.167 2.740  0.115
S: 2.043 -2.614 1.213  1.059
C: 0.916 -2.249 2.594  -0.325
H: 0.876 -3.167 3.179  0.086
H: 1.345 -1.430 3.168  0.081
C: -0.475 -1.933 2.044  -0.544
O: -1.355 -2.765 2.032  0.062
N: -0.557 -0.664 1.587  0.132
C: -1.607 -0.041 0.903  -0.205
C: -1.368 1.238 0.402  -0.016
C: -2.353 1.925 -0.286  -0.022
C: -3.584 1.326 -0.468  -0.197
C: -3.823 0.049 0.032  -0.179
C: -2.849 -0.647 0.716  0.050
H: -3.033 -1.635 1.103  0.108
C: -5.217 -0.392 -0.303  -0.129
H: -5.706 -0.901 0.527  0.115
H: -5.188 -1.084 -1.149  0.120
C: -5.919 0.919 -0.689  -0.175
H: -6.692 0.770 -1.442  0.103
H: -6.387 1.353 0.196  0.110
C: -4.797 1.849 -1.179  -0.136
H: -4.997 2.898 -0.956  0.112
H: -4.658 1.757 -2.260  0.118
H: -2.156 2.915 -0.670  0.112
H: -0.398 1.693 0.553  0.099
H: 0.304 -0.121 1.637  0.091
H: 3.367 -2.958 -0.809  0.084
H: 4.385 -1.924 -1.855  0.132
H: 2.340 -2.703 -3.095  0.129
H: 2.432 -0.931 -2.920  0.130
H: -0.590 -2.799 -1.125  0.090
H: 0.907 -3.757 -1.091  0.063

- Which of these has the highest lowest unoccupied orbital energy?
  C3H7N3OS

- Which value of charge does entry 1 give?
  0

- Which value of DFT total energy does entry 1 give?
  -246255.4282 eV

- HOMO of number 3 (C22H23N3O3S)?
  -8.0 eV